1.
2 unconnected molecules or ions with the total composition C5H9N4S3. Source: the Open Molecules 2025 dataset; level of theory: wB97M-V/def2-TZVPD.

```
21
Properties=species:S:1:pos:R:3:nbo_charge:R:1
C -2.8194 -0.2572 -0.7868 0.525
C 2.5100 2.4470 0.1047 -0.426
C -0.9181 0.8011 -0.8858 0.166
C 4.0779 0.3283 -0.4191 -0.663
C 0.0315 -1.6129 2.1604 -0.704
N -1.9400 -1.0512 -0.2529 -0.367
N -0.7443 -0.3789 -0.3016 -0.388
N -2.2668 0.9860 -1.1275 -0.603
N -4.1277 -0.4658 -0.9910 -0.803
S 1.0164 2.4767 -0.3168 0.590
S 4.0784 2.0278 0.3002 0.514
S 0.6286 -0.8729 0.5641 0.397
H 4.6998 0.3827 -1.2009 0.234
H 3.0238 0.1637 -0.6308 0.250
H 4.5427 -0.2892 0.3603 0.251
H -0.5976 -0.8950 2.5678 0.224
H 1.0152 -1.6885 2.6550 0.243
H -0.5674 -2.6160 2.1297 0.257
H -2.6558 1.7992 -1.6278 0.449
H -4.3850 -1.4304 -0.6770 0.436
H -4.6025 0.1457 -1.6241 0.418
```

Output
- energy relative to the best compared isomer or geometry (same formula, charge and spin) (eV) = 3.788
- total charge = +1
- LUMO energy (eV) = -4.9
- spin multiplicity = 1
- F_max (Eh/bohr) = 0.079
- orbital gap (eV) = 6.8
- energy (a.u.) = -1609.1210



2.
A molecular structure, C4H6Se. Source: the Open Molecules 2025 dataset; level of theory: wB97M-V/def2-TZVPD.

```
11
Properties=species:S:1:pos:R:3:nbo_charge:R:1
C 0.7205 -0.5360 -0.0468 -0.274
C 0.4477 0.7656 -0.1495 -0.178
C -0.2063 -1.6314 -0.1337 -0.262
C -0.8911 1.3139 -0.1142 -0.572
Se -2.3378 -0.1477 0.3272 -0.053
H 1.6599 -0.9352 0.0172 0.215
H 1.3504 1.3812 -0.0211 0.220
H -0.7887 -1.9224 -0.9728 0.223
H -0.1687 -2.4655 0.4887 0.197
H -1.1310 2.1147 0.7094 0.239
H -1.2530 1.7061 -1.1303 0.245
```

Output
- energy relative to the best compared isomer or geometry (same formula, charge and spin) (eV) = 1.819
- total charge = 0
- LUMO energy (spin up / spin down) (eV) = -0.8 / -0.8
- spin multiplicity = 1
- F_max (Eh/bohr) = 0.081
- orbital gap (spin up / spin down) (eV) = 7.3 / 7.3
- energy (a.u.) = -2557.3222



3.
5 unconnected molecules or ions with the total composition C28H67FNP. Source: the Open Molecules 2025 dataset; level of theory: wB97M-V/def2-TZVPD.

```
98
Properties=species:S:1:pos:R:3:lowdin_charge:R:1
C -1.0417 -3.9069 -3.8540 -0.110
C -0.6308 -2.4381 -3.8538 -0.263
C -1.6044 -1.5279 -3.0982 -0.223
C -2.0310 -2.0540 -1.7343 -0.302
N -0.9000 -2.3484 -0.8484 -0.278
P -0.6188 -1.4128 0.5095 0.816
F -0.2816 -2.5412 1.6292 -0.384
H -0.3681 -4.4951 -4.4804 0.074
H -0.9940 -4.3434 -2.8545 0.045
H -2.0549 -4.0420 -4.2372 0.082
H 0.3816 -2.3356 -3.4485 0.101
H -0.5641 -2.0756 -4.8829 0.106
H -2.5092 -1.3940 -3.6997 0.109
H -1.1606 -0.5338 -2.9804 0.104
H -2.6579 -1.3076 -1.2389 0.083
H -2.6435 -2.9522 -1.8543 0.102
H -0.0896 -2.6897 -1.3443 0.062
H 0.7545 -1.1137 0.2850 -0.071
C 3.3678 -1.1714 2.2800 -0.112
C 2.9448 -0.9265 3.7239 -0.263
C 1.5918 -0.2272 3.8518 -0.226
C 1.5225 1.1599 3.2101 -0.227
C 2.5618 2.1568 3.7203 -0.271
C 2.4480 2.4392 5.2140 -0.103
H 3.4942 -0.2358 1.7317 0.066
H 4.3146 -1.7107 2.2294 0.069
H 2.6158 -1.7659 1.7556 0.051
H 3.7157 -0.3452 4.2388 0.097
H 2.8902 -1.8839 4.2483 0.106
H 1.3251 -0.1595 4.9098 0.103
H 0.8263 -0.8599 3.3916 0.086
H 0.5221 1.5714 3.3799 0.111
H 1.6265 1.0658 2.1249 0.094
H 2.4464 3.0933 3.1675 0.085
H 3.5690 1.7959 3.4898 0.102
H 1.4524 2.8144 5.4627 0.079
H 3.1743 3.1869 5.5362 0.058
H 2.6195 1.5399 5.8079 0.067
C -2.3241 -9.2601 -4.3346 -0.112
C -1.0859 -8.9262 -3.5110 -0.271
C -1.1990 -9.3369 -2.0431 -0.229
C -2.3495 -8.6758 -1.2802 -0.228
C -2.3395 -7.1484 -1.3146 -0.269
C -1.0821 -6.5302 -0.7148 -0.109
H -3.2047 -8.7271 -3.9720 0.064
H -2.1877 -8.9921 -5.3830 0.068
H -2.5448 -10.3292 -4.2895 0.075
H -0.8808 -7.8535 -3.5801 0.092
H -0.2161 -9.4252 -3.9460 0.104
H -0.2535 -9.1174 -1.5403 0.101
H -1.3240 -10.4230 -1.9873 0.109
H -2.3108 -9.0082 -0.2380 0.109
H -3.3043 -9.0339 -1.6745 0.101
H -3.2157 -6.7798 -0.7748 0.106
H -2.4576 -6.8031 -2.3468 0.091
H -0.9533 -6.8350 0.3261 0.078
H -1.1365 -5.4398 -0.7288 0.047
H -0.1864 -6.8252 -1.2645 0.067
C -2.4192 2.3587 -0.8191 -0.108
C -3.8091 2.1538 -1.4097 -0.264
C -3.7919 1.7446 -2.8819 -0.225
C -3.1185 2.7479 -3.8203 -0.228
C -3.7057 4.1581 -3.7759 -0.271
C -5.1791 4.2162 -4.1615 -0.112
H -1.8842 3.1738 -1.3090 0.066
H -2.4727 2.5923 0.2448 0.072
H -1.8165 1.4520 -0.9252 0.049
H -4.3982 3.0668 -1.2829 0.098
H -4.3322 1.3802 -0.8411 0.104
H -4.8176 1.5620 -3.2134 0.104
H -3.2713 0.7859 -2.9737 0.080
H -3.1893 2.3667 -4.8443 0.109
H -2.0502 2.8008 -3.5928 0.101
H -3.1293 4.7963 -4.4505 0.104
H -3.5730 4.5826 -2.7765 0.098
H -5.3362 3.8059 -5.1619 0.075
H -5.5489 5.2421 -4.1604 0.069
H -5.7996 3.6440 -3.4698 0.064
C 4.7472 5.1803 2.0160 -0.106
C 4.3924 5.4401 3.4753 -0.269
C 3.0499 6.1451 3.6618 -0.230
C 2.9552 7.5278 3.0130 -0.228
C 4.0271 8.5197 3.4630 -0.272
C 4.0028 8.8047 4.9601 -0.113
H 4.8546 6.1098 1.4542 0.065
H 5.6869 4.6336 1.9279 0.071
H 3.9697 4.5873 1.5277 0.071
H 5.1888 6.0217 3.9488 0.101
H 4.3585 4.4881 4.0106 0.080
H 2.8365 6.2259 4.7312 0.103
H 2.2579 5.5130 3.2461 0.102
H 1.9687 7.9475 3.2347 0.109
H 3.0003 7.4253 1.9255 0.101
H 3.8883 9.4548 2.9141 0.104
H 5.0165 8.1500 3.1781 0.097
H 3.0260 9.1849 5.2681 0.075
H 4.7517 9.5485 5.2345 0.068
H 4.2050 7.9056 5.5445 0.064
```

Output
- total charge = 0
- structure (SMILES) = CCCCNPF.CCCCCC.CCCCCC.CCCCCC.CCCCCC
- LUMO energy (eV) = 0.7
- spin multiplicity = 1
- F_max (Eh/bohr) = 0.012
- orbital gap (eV) = 10.3
- energy (a.u.) = -1603.0517



4.
10 unconnected molecules or ions with the total composition C49H74N2O21P. Source: the Open Molecules 2025 dataset; level of theory: wB97M-V/def2-TZVPD.

```
147
Properties=species:S:1:pos:R:3:lowdin_charge:R:1
C 2.8909 -0.4001 -0.6578 -0.075
C 3.9850 -0.6331 0.5171 -0.184
C 4.7202 0.5150 1.2545 -0.025
C 5.7062 0.0938 2.3876 -0.007
C 5.9723 -1.4031 2.7895 -0.064
C 6.9852 -1.6178 4.0105 -0.350
C 6.1076 -1.6337 5.3611 -0.089
C 7.9884 -2.8523 3.8429 -0.099
C 5.2551 -2.5728 2.0128 -0.156
O 5.4694 -3.9499 2.3515 -0.124
C 6.4770 -4.5807 1.5147 -0.267
N 6.8069 -3.8506 0.2637 -0.062
C 7.7769 -4.6475 -0.5918 -0.357
P 9.4627 -4.9125 0.2258 0.726
N 10.4557 -5.4945 -0.9243 -0.357
C 7.9752 -3.7690 -1.9510 -0.584
O 8.5283 -4.2549 -3.0043 -0.122
O 7.5071 -2.4572 -2.0468 -0.225
C 4.2687 -2.1039 0.8900 0.029
H 1.9923 0.0913 -0.1250 0.071
H 3.2880 0.2368 -1.5147 0.083
H 2.5698 -1.4370 -1.0524 0.072
H 4.5295 1.5971 0.9655 0.071
H 6.2337 0.9452 2.9560 0.092
H 7.6445 -0.6687 4.0633 0.111
H 6.3616 -0.6798 5.9658 0.078
H 4.9794 -1.5291 5.1218 0.077
H 6.2032 -2.5914 5.9797 0.072
H 8.4353 -2.7636 2.7786 0.077
H 7.5236 -3.8787 4.0232 0.069
H 8.9047 -2.7909 4.5482 0.088
H 6.0290 -5.6051 1.1908 0.133
H 7.3935 -4.8495 2.1574 0.087
H 5.9287 -3.8878 -0.2970 0.108
H 7.3014 -5.6401 -0.9027 0.126
H 9.4248 -5.9474 1.2468 -0.013
H 10.0789 -3.6962 0.6851 0.014
H 11.2492 -4.8492 -1.0619 -0.062
H 3.7362 -2.9479 0.3152 0.111
O 5.3757 4.5216 2.6693 0.113
C 6.2073 4.5362 1.7993 -0.482
O 7.5472 4.6358 2.0235 0.017
C 8.2317 4.7347 0.7694 -0.169
C 7.2856 4.1416 -0.2481 -0.153
C 5.9284 4.4956 0.3223 -0.082
H 8.4475 5.7893 0.5720 0.127
H 9.1736 4.1850 0.8208 0.110
H 7.4487 4.5190 -1.2590 0.121
H 7.4010 3.0533 -0.2720 0.128
H 5.5941 5.4830 -0.0053 0.134
H 5.1833 3.7370 0.0835 0.115
O 1.8154 0.9081 -3.9944 0.095
C 1.3274 -0.1926 -4.0665 -0.479
O 0.7733 -0.8491 -3.0112 0.003
C 0.3917 -2.1672 -3.4199 -0.157
C 0.2447 -2.0929 -4.9193 -0.172
C 1.2800 -1.0552 -5.2991 -0.076
H 1.1753 -2.8670 -3.1131 0.128
H -0.5434 -2.4472 -2.9315 0.125
H 0.3873 -3.0560 -5.4130 0.124
H -0.7536 -1.7271 -5.1773 0.078
H 2.2648 -1.5010 -5.4597 0.137
H 0.9714 -0.4787 -6.1713 0.124
O -2.6072 -2.1639 -4.8048 0.096
C -3.6146 -1.6233 -5.1923 -0.447
O -4.8558 -2.1636 -5.0691 0.037
C -5.8083 -1.3228 -5.7286 -0.158
C -5.1616 0.0391 -5.7929 -0.163
C -3.6907 -0.3020 -5.9144 -0.072
H -6.0073 -1.7364 -6.7221 0.128
H -6.7397 -1.3054 -5.1601 0.126
H -5.5377 0.6548 -6.6110 0.126
H -5.3378 0.5780 -4.8579 0.101
H -3.3913 -0.4473 -6.9554 0.134
H -3.0611 0.4469 -5.4335 0.131
O -7.7585 1.5521 -4.5919 0.092
C -7.3423 1.9624 -3.5352 -0.480
O -6.2299 2.7328 -3.4071 0.023
C -5.9611 2.9537 -2.0156 -0.161
C -7.2815 2.7280 -1.3172 -0.153
C -7.9344 1.6720 -2.1827 -0.077
H -5.1929 2.2465 -1.6922 0.117
H -5.5896 3.9688 -1.8693 0.127
H -7.1707 2.4332 -0.2727 0.127
H -7.8787 3.6453 -1.3472 0.120
H -7.6500 0.6617 -1.8781 0.141
H -9.0164 1.7797 -2.1970 0.096
O 10.1226 -0.5660 2.6530 0.126
C 10.3525 0.5410 3.0602 -0.471
O 10.1768 0.9297 4.3544 0.022
C 10.4382 2.3327 4.4681 -0.164
C 11.3122 2.6722 3.2829 -0.166
C 10.8238 1.7021 2.2280 -0.076
H 9.4841 2.8681 4.4480 0.128
H 10.9382 2.5372 5.4167 0.124
H 11.2423 3.7193 2.9825 0.114
H 12.3593 2.4588 3.5209 0.119
H 9.9774 2.1037 1.6656 0.120
H 11.6263 1.4021 1.5546 0.132
O -3.1622 3.1374 -0.4521 0.098
C -1.9578 3.1910 -0.4139 -0.467
O -1.2457 4.3341 -0.6021 0.029
C 0.1534 4.0281 -0.6009 -0.161
C 0.2729 2.7198 0.1421 -0.158
C -1.0287 2.0273 -0.2030 -0.071
H 0.4945 3.9503 -1.6375 0.130
H 0.7043 4.8306 -0.1069 0.125
H 1.1593 2.1495 -0.1332 0.099
H 0.3139 2.9076 1.2199 0.126
H -0.9533 1.4576 -1.1329 0.135
H -1.3743 1.3910 0.6116 0.133
O -10.5620 2.0466 1.4130 0.119
C -11.1946 2.2783 0.4151 -0.463
O -10.6535 2.3310 -0.8339 -0.005
C -11.6601 2.7361 -1.7696 -0.159
C -12.9765 2.3997 -1.1082 -0.173
C -12.6641 2.5943 0.3598 -0.076
H -11.5503 3.8089 -1.9572 0.129
H -11.5259 2.1975 -2.7097 0.129
H -13.8063 3.0123 -1.4653 0.122
H -13.2271 1.3531 -1.2934 0.102
H -12.8179 3.6292 0.6757 0.137
H -13.2360 1.9114 0.9860 0.107
O -15.1441 0.5849 -0.4949 0.113
C -15.8621 0.8558 0.4340 -0.457
O -15.4110 1.2591 1.6527 0.016
C -16.5191 1.3895 2.5507 -0.156
C -17.7293 1.5709 1.6647 -0.164
C -17.3633 0.7575 0.4414 -0.078
H -16.5821 0.4834 3.1606 0.131
H -16.3608 2.2467 3.2072 0.130
H -18.6607 1.2565 2.1386 0.119
H -17.8313 2.6250 1.3874 0.122
H -17.6510 -0.2911 0.5482 0.137
H -17.7890 1.1833 -0.4670 0.131
O 0.4660 -2.6070 2.3965 0.111
C 0.9173 -3.6515 2.7904 -0.472
O 0.3157 -4.8613 2.6036 0.022
C 1.0640 -5.8722 3.2888 -0.170
C 2.4501 -5.2943 3.4506 -0.167
C 2.1823 -3.8195 3.5873 -0.079
H 0.5826 -6.0728 4.2512 0.124
H 1.0681 -6.7904 2.6982 0.124
H 2.9958 -5.7194 4.2949 0.121
H 3.0353 -5.4759 2.5437 0.117
H 1.9904 -3.5329 4.6243 0.137
H 2.9949 -3.2277 3.1676 0.099
```

Output
- total charge = -1
- LUMO energy (eV) = 1.2
- spin multiplicity = 1
- F_max (Eh/bohr) = 0.129
- orbital gap (eV) = 5.0
- energy (a.u.) = -3942.2855